No. 1
A structure of composition C29H17MnN6O3S5. Source: OMol25; level of theory: the ωB97M-V functional and the def2-TZVPD basis.

Atoms and positions in Å:
1 Mn 0.2590 2.3022 -0.5931
2 O -1.0319 -3.3836 4.5444
3 C -1.0784 -2.1284 5.0333
4 O -1.3331 -1.9522 6.1944
5 C -0.8078 -1.0008 4.0840
6 C -0.9012 0.2938 4.5952
7 C -0.6703 1.3907 3.7906
8 C -0.3285 1.2157 2.4466
9 C -0.2441 -0.0668 1.9351
10 C -0.4790 -1.1656 2.7471
11 N -0.0887 2.3011 1.5408
12 C -0.0583 3.4879 2.0003
13 C 0.1352 4.6416 1.1282
14 C 0.1854 5.9391 1.6159
15 C 0.3863 6.9735 0.7170
16 C 0.5279 6.6755 -0.6280
17 C 0.4524 5.3517 -1.0366
18 N 0.2628 4.3719 -0.1678
19 H -0.8320 -3.3721 3.5996
20 H -1.1682 0.4164 5.6357
21 H -0.7825 2.3671 4.2413
22 H 0.0401 -0.2048 0.9066
23 H -0.3866 -2.1409 2.2798
24 H -0.1735 3.7074 3.0586
25 H 0.0681 6.1215 2.6758
26 H 0.4302 7.9979 1.0617
27 H 0.6871 7.4522 -1.3626
28 H 0.5381 5.0622 -2.0748
29 S -2.0031 3.3108 -0.9711
30 C -3.0366 2.2189 -1.8398
31 C -4.2556 2.6270 -2.3666
32 C -5.0584 1.7345 -3.0656
33 C -6.3105 2.1863 -3.5995
34 N -7.3072 2.5842 -4.0137
35 C -4.6242 0.4088 -3.2446
36 C -3.4024 0.0083 -2.7214
37 C -2.6045 0.9047 -2.0132
38 S -1.0780 0.4205 -1.3528
39 C -5.4307 -0.5291 -3.9726
40 N -6.0685 -1.2892 -4.5538
41 H -4.5882 3.6486 -2.2367
42 H -3.0688 -1.0107 -2.8705
43 S 0.3300 -5.5159 -0.4601
44 C 1.1474 -4.0752 -0.6776
45 S 0.2908 -2.5697 -0.5592
46 C 1.7893 -1.6612 -0.7693
47 N 2.7976 -2.4519 -0.9614
48 N 2.4423 -3.7926 -0.9342
49 C 3.5256 -4.7003 -1.1521
50 C 4.8251 -4.1852 -1.1701
51 C 5.8976 -5.0339 -1.3822
52 C 5.7045 -6.3938 -1.5816
53 C 4.4134 -6.8928 -1.5694
54 C 3.3212 -6.0619 -1.3571
55 S 1.9594 0.0565 -0.6320
56 H 4.9720 -3.1283 -1.0214
57 H 6.8981 -4.6189 -1.3920
58 H 6.5481 -7.0517 -1.7464
59 H 4.2356 -7.9494 -1.7279
60 H 2.3204 -6.4594 -1.3502
61 O 1.8097 2.6076 -0.7031

Forces on the atoms, in the same order (eV/Å):
-0.5 0.0 0.5
0.0 0.2 -0.1
0.0 -0.1 0.1
0.0 0.0 -0.1
0.0 0.1 0.0
0.0 0.0 0.0
-0.1 0.0 0.1
-0.1 -0.1 -0.1
0.0 -0.1 0.1
0.0 0.0 0.0
-0.1 0.1 -0.2
0.0 0.0 0.2
0.1 0.1 -0.1
0.0 0.0 0.1
0.0 0.0 0.0
0.0 0.0 0.0
0.0 0.0 0.1
0.1 -0.1 0.0
0.0 -0.1 0.0
0.0 0.0 0.0
0.0 0.0 -0.1
0.0 0.1 0.0
0.0 0.0 0.0
0.0 0.0 0.0
0.0 0.0 0.0
0.0 0.0 0.0
0.0 0.0 0.0
0.0 0.0 0.0
0.4 0.0 -0.1
0.0 0.1 0.1
-0.1 0.0 0.0
0.1 0.0 0.0
0.0 0.0 0.0
0.0 0.0 0.0
0.0 0.1 0.0
-0.1 -0.1 0.0
-0.1 -0.1 0.1
0.8 0.3 -0.1
0.0 0.0 0.0
0.0 0.0 0.0
0.0 0.0 0.0
0.0 0.0 0.0
-0.1 0.0 0.1
0.0 0.0 0.0
0.1 0.1 -0.1
0.2 0.1 0.2
0.1 0.0 -0.1
-0.1 0.0 0.0
0.0 0.0 0.0
-0.1 -0.1 0.0
0.0 0.1 0.0
0.0 0.0 0.0
0.0 -0.1 0.0
0.1 0.1 -0.1
0.0 -0.6 -0.2
0.0 0.0 0.0
0.0 0.0 0.0
0.0 0.0 0.0
0.0 0.0 0.0
0.1 0.0 0.0
-0.7 0.0 -0.3

Results
spin multiplicity: 2
total charge: -1
HOMO (spin up / spin down): -4.8742 / -4.8897 eV
gap between HOMO and LUMO (spin up / spin down): 5.1 / 5.1 eV
E_tot: -4811.54803 Eh
LUMO level (spin up / spin down): 0.242 / 0.207 eV
energy relative to the best compared isomer or geometry (same formula, charge and spin): 51.5 kcal/mol

These are the natural (NBO) partial charges, in e, on atoms 1 to 4:
1 Mn 0.96
2 O -0.66
3 C 0.78
4 O -0.57

No. 2
An isolated molecule of C25H25N5O4S in a non-equilibrium geometry. Source: OMol25; level of theory: the ωB97M-V functional and the def2-TZVPD basis.

Atoms and positions in Å:
1 O -2.3000 3.0477 -2.6302
2 C -2.5753 2.9763 -1.4533
3 N -2.8993 1.8349 -0.7899
4 C -2.7454 0.5122 -1.2336
5 C -2.7896 -0.4925 -0.2729
6 C -2.5965 -1.8170 -0.6315
7 C -2.3515 -2.1472 -1.9675
8 C -2.3395 -1.1398 -2.9228
9 C -2.5375 0.1801 -2.5694
10 H -2.5146 0.9532 -3.3179
11 H -2.1656 -1.4141 -3.9506
12 O -2.1224 -3.4393 -2.3720
13 C -1.8509 -4.3211 -1.3066
14 C -2.8228 -4.0752 -0.1538
15 H -2.6328 -4.7573 0.6762
16 O -2.6576 -2.7705 0.3535
17 H -3.8524 -4.2099 -0.5136
18 H -1.9583 -5.3309 -1.7065
19 H -0.8230 -4.1701 -0.9496
20 H -2.9538 -0.2650 0.7693
21 H -3.0892 1.9128 0.2037
22 C -2.5191 4.1954 -0.5431
23 H -2.6907 5.1036 -1.1171
24 H -3.1797 4.1376 0.3192
25 S -0.7929 4.3375 0.0689
26 C -0.7349 2.8248 0.9357
27 N -1.6400 2.3940 1.7743
28 N -1.3110 1.1435 2.1191
29 C -0.2126 0.8138 1.4872
30 N 0.2081 1.8625 0.7103
31 C 1.4236 2.0243 -0.0306
32 H 1.2011 2.4973 -0.9920
33 H 1.8696 1.0436 -0.2035
34 C 2.4225 2.9145 0.7391
35 C 2.7933 2.3163 2.1120
36 H 2.3559 2.8824 2.9315
37 H 2.4436 1.2844 2.1799
38 C 4.3220 2.3598 2.1145
39 H 4.7696 1.5484 2.6830
40 C 4.6271 2.2721 0.6206
41 H 5.5892 2.6998 0.3380
42 O 3.6198 3.0425 -0.0027
43 H 4.5821 1.2281 0.2756
44 H 4.6759 3.3124 2.5083
45 H 1.9885 3.9185 0.8344
46 C 0.3990 -0.4921 1.5277
47 C 0.6540 -1.2342 2.6496
48 N 1.1877 -2.4365 2.2980
49 C 1.2637 -2.5147 0.9356
50 C 1.7139 -3.5425 0.1164
51 C 1.6442 -3.3485 -1.2474
52 C 1.1234 -2.1687 -1.7872
53 C 0.6793 -1.1445 -0.9813
54 C 0.7674 -1.3013 0.4026
55 H 0.2513 -0.2532 -1.4142
56 H 1.0588 -2.0669 -2.8595
57 H 1.9831 -4.1271 -1.9143
58 H 2.0941 -4.4627 0.5353
59 H 1.4521 -3.1648 2.9394
60 H 0.4947 -0.9669 3.6756

Forces on the atoms, in the same order (eV/Å):
0.1 0.0 -0.3
-0.2 0.2 0.3
-0.3 0.0 0.3
0.1 -0.3 -0.2
0.0 -0.2 -0.1
-0.1 0.0 -0.2
0.0 0.0 0.0
0.0 -0.3 0.3
0.0 0.2 -0.1
0.0 0.0 0.0
0.0 0.0 -0.1
-0.1 0.3 -0.2
0.0 -0.2 0.6
0.1 -0.4 -0.4
0.0 0.0 -0.1
0.1 0.4 0.0
0.1 0.0 0.1
0.0 0.0 0.1
-0.1 0.0 -0.1
0.0 0.0 0.1
0.1 0.2 -0.2
0.4 -0.1 0.0
-0.1 -0.1 0.0
0.0 0.0 -0.1
-0.1 0.2 0.0
0.1 0.2 0.0
0.0 1.1 0.0
0.0 -1.0 0.3
0.0 0.2 0.0
-0.8 -0.1 0.5
0.9 0.3 -0.4
0.0 -0.2 0.1
0.0 0.1 0.0
-0.5 -0.1 0.1
0.0 0.1 -0.1
0.0 0.0 0.0
0.0 0.0 0.0
0.0 0.1 -0.3
0.0 0.0 0.1
0.3 -0.2 0.2
0.0 -0.1 0.0
-0.1 0.1 -0.2
0.0 0.1 0.0
0.1 0.0 0.0
0.1 -0.1 0.0
0.2 -0.3 0.2
-0.1 0.4 -0.1
0.0 -0.2 0.3
0.0 0.2 -0.6
0.0 -0.1 0.0
0.1 -0.1 0.1
0.0 0.1 -0.1
0.1 -0.1 0.0
0.1 -0.4 0.2
-0.1 0.1 -0.1
0.0 0.0 -0.1
0.0 -0.1 0.0
0.1 -0.1 0.0
0.0 0.1 -0.1
0.0 0.0 0.2

Results
HOMO: -7.7545 eV
gap between HOMO and LUMO: 8.2 eV
SMILES string: O=C(CSc1nnc(-c2c[nH]c3ccccc23)n1C[C@H]1CCCO1)Nc1ccc2c(c1)OCCO2
E_tot: -1940.62405 Eh
LUMO level: 0.464 eV
energy relative to the best compared isomer or geometry (same formula, charge and spin): 48.2 kcal/mol

These are the natural (NBO) partial charges, in e, on atoms 1 to 4:
1 O -0.61
2 C 0.66
3 N -0.61
4 C 0.13

No. 3
A structure of composition C29H42BF4N8O2PRuS2 in a non-equilibrium geometry. Source: OMol25; level of theory: the ωB97M-V functional and the def2-TZVPD basis.

Atoms and positions in Å:
1 Ru -0.4432 -0.3115 -0.4792
2 C -0.2137 0.8556 -4.0803
3 C -0.0080 1.8731 -2.9794
4 N -0.9185 1.7195 -1.8148
5 C -2.3394 1.8602 -2.2718
6 C -3.1364 0.5945 -2.4895
7 C -0.6143 2.7733 -0.8581
8 C -1.1062 2.3918 0.4993
9 N -0.2985 1.2600 0.9140
10 C 0.2548 1.2759 2.1761
11 C 1.2671 0.3749 2.5520
12 F 1.6499 -0.5484 1.6628
13 C 1.8851 0.3681 3.7797
14 F 2.8575 -0.5333 3.9957
15 C 1.5315 1.2516 4.7750
16 C 0.5158 2.1248 4.4671
17 F 0.0775 2.9781 5.3988
18 C -0.1067 2.1429 3.2325
19 F -1.1413 3.0016 3.1030
20 H -1.1443 1.0232 -4.6258
21 H 0.6113 0.9234 -4.7896
22 H -0.2186 -0.1412 -3.6590
23 H -0.1307 2.8844 -3.3861
24 H 1.0089 1.7938 -2.6043
25 H -2.8602 2.4563 -1.5227
26 H -2.3251 2.4426 -3.1984
27 H -4.1935 0.8527 -2.5930
28 H -3.0318 -0.0762 -1.6470
29 H -2.8210 0.0707 -3.3826
30 H -1.0351 3.7332 -1.1822
31 H 0.4690 2.8830 -0.8026
32 H -2.1639 2.1104 0.4749
33 H -0.9963 3.2592 1.1379
34 H 2.0050 1.2472 5.7454
35 C -2.5738 -2.0434 -4.8273
36 N -1.1555 -2.2569 -4.5852
37 C -0.2265 -2.4579 -5.5828
38 C 0.9330 -2.7683 -4.9715
39 N 0.7217 -2.7752 -3.6069
40 B 1.7033 -3.6226 -2.7212
41 N 2.2035 -2.9937 -1.3535
42 C 2.9329 -3.8192 -0.5281
43 C 3.6749 -3.0453 0.2969
44 N 3.3809 -1.7411 -0.0147
45 C 4.0914 -0.5849 0.5237
46 C 2.4446 -1.7344 -0.9902
47 S 1.6650 -0.3156 -1.6272
48 C -0.5484 -2.4297 -3.3844
49 S -1.3045 -2.2330 -1.8453
50 H -2.8720 -2.6366 -5.6885
51 H -2.7847 -0.9965 -5.0318
52 H -3.1355 -2.3601 -3.9543
53 H -0.4754 -2.3666 -6.6257
54 H 1.8924 -3.0123 -5.3905
55 H 1.1761 -4.6743 -2.4418
56 H 2.6901 -3.7593 -3.4007
57 H 2.8941 -4.8895 -0.6336
58 H 4.3762 -3.3041 1.0710
59 H 4.2040 -0.6938 1.5979
60 H 3.5309 0.3140 0.2965
61 H 5.0746 -0.5197 0.0595
62 C -3.9902 0.3850 2.7986
63 P -3.9413 -0.4519 1.2151
64 C -4.3565 -2.1689 1.5194
65 C -5.2984 0.2240 0.2587
66 O -2.6151 -0.2813 0.5337
67 H -4.9746 0.2919 3.2590
68 H -3.7556 1.4404 2.6514
69 H -3.2415 -0.0538 3.4597
70 H -5.4037 -2.2639 1.8100
71 H -3.7259 -2.5618 2.3181
72 H -4.1740 -2.7392 0.6074
73 H -6.2352 0.1366 0.8106
74 H -5.3815 -0.3133 -0.6857
75 H -5.1009 1.2772 0.0535
76 N -0.7763 -6.0524 4.0989
77 C -1.2733 -4.7972 4.1863
78 O -1.9596 -4.4130 5.1099
79 C -0.9406 -3.8550 3.0513
80 C -1.0905 -2.4974 3.2944
81 C -0.8566 -1.6002 2.2761
82 N -0.4625 -1.9781 1.0490
83 C -0.3030 -3.2821 0.8209
84 C -0.5452 -4.2487 1.7862
85 H -0.9628 -6.6898 4.8547
86 H -0.1616 -6.3441 3.3628
87 H -1.4023 -2.1640 4.2753
88 H -0.9999 -0.5476 2.4299
89 H 0.0228 -3.5633 -0.1682
90 H -0.4416 -5.2898 1.5098

Forces on the atoms, in the same order (eV/Å):
-0.7 1.1 0.5
-0.1 0.2 0.0
-0.1 0.0 -0.1
0.1 -1.5 -0.4
-0.1 0.2 0.2
0.0 0.0 -0.1
0.1 0.5 -0.1
0.2 0.1 0.0
0.5 -1.3 0.0
-0.1 0.3 0.0
0.0 0.2 -0.2
0.3 -0.2 -0.1
0.0 0.0 0.1
0.0 0.0 -0.1
0.1 -0.1 0.1
-0.1 0.1 0.1
0.0 0.0 0.0
-0.1 -0.1 -0.1
-0.1 0.0 0.2
0.0 0.0 0.0
0.0 0.0 0.0
0.0 -0.1 0.0
0.0 0.1 0.1
0.0 0.2 0.0
0.0 0.1 0.0
0.0 0.2 0.1
0.0 0.1 -0.1
0.0 -0.1 0.0
0.0 0.0 0.0
0.0 0.0 -0.1
0.0 0.0 0.0
0.0 0.1 0.0
0.0 0.0 0.0
0.0 0.0 0.0
0.1 0.1 0.0
0.0 -0.1 0.0
-0.1 0.1 0.0
0.1 0.0 0.0
0.2 -0.1 -0.1
-0.1 0.0 0.0
-0.1 -0.1 0.0
0.1 0.0 -0.1
0.0 0.0 0.0
0.0 0.1 0.1
0.1 -0.1 -0.1
0.2 0.1 -0.1
-0.8 -0.2 0.9
-0.3 0.1 -0.1
0.0 0.1 0.1
0.0 0.0 0.0
0.0 0.0 -0.1
0.0 0.0 0.0
0.0 0.0 0.0
0.0 0.0 0.0
0.0 0.1 0.0
0.0 -0.1 0.1
0.0 0.0 0.0
0.0 0.0 0.0
-0.1 0.0 0.0
-0.1 0.0 0.0
0.0 0.0 0.0
0.1 0.0 0.0
0.1 -0.1 -0.1
0.0 0.0 0.0
0.0 0.1 0.0
0.3 0.0 -0.5
0.0 0.0 0.0
0.0 0.0 0.0
0.0 0.0 0.0
0.0 0.0 0.0
0.0 0.0 0.0
0.0 0.0 0.0
0.0 0.0 0.0
0.0 0.0 0.0
0.0 0.0 0.0
0.0 0.0 0.0
0.0 0.0 0.0
0.0 0.0 0.0
-0.1 -0.1 0.1
0.0 0.1 0.0
-0.1 -0.3 0.0
0.2 0.5 -0.3
0.3 0.0 0.0
0.0 0.0 0.0
0.0 0.0 0.0
0.0 0.0 0.0
0.0 0.0 0.0
-0.1 0.0 0.0
0.0 0.0 0.0
0.0 0.0 0.0

Results
spin multiplicity: 2
total charge: +1
HOMO (spin up / spin down): -9.9742 / -9.9627 eV
gap between HOMO and LUMO (spin up / spin down): 7.0 / 6.4 eV
E_tot: -3375.67669 Eh
LUMO level (spin up / spin down): -2.935 / -3.553 eV
energy relative to the best compared isomer or geometry (same formula, charge and spin): 0.0 kcal/mol

These are the Mulliken partial charges, in e, on atoms 1 to 4:
1 Ru 1.94
2 C -0.31
3 C -1.65
4 N 1.25

No. 4
The ion C8H16N3 with charge +1 in a non-equilibrium geometry. Source: OMol25; level of theory: the ωB97M-V functional and the def2-TZVPD basis.

Atoms and positions in Å:
1 C 2.3411 0.3722 -0.7261
2 C -1.3791 -0.4549 1.8129
3 C 1.4159 1.4538 -1.5317
4 C -2.4380 -0.1463 0.7112
5 C -1.4523 -0.0271 -1.8855
6 C 1.6611 -0.7972 -0.0561
7 C -0.0444 -1.1818 1.6372
8 C -0.9248 0.9455 -0.9452
9 N 0.1214 1.6666 -0.7998
10 N -1.8958 0.2746 -0.4795
11 N 0.8754 -0.2476 0.9727
12 H 2.9456 -0.0928 -1.5099
13 H 2.9545 0.9339 -0.0731
14 H -1.1405 0.5376 2.0906
15 H -2.0055 -0.9947 2.5887
16 H 1.9391 2.3496 -1.6403
17 H 1.0856 1.0759 -2.5668
18 H -3.2462 -0.9896 0.4625
19 H -3.0846 0.6055 1.1438
20 H -2.2149 0.1879 -2.6829
21 H -0.8703 -1.0158 -1.9045
22 H 1.0684 -1.4366 -0.8127
23 H 2.4952 -1.5046 0.3651
24 H 0.1886 -1.3663 2.7075
25 H -0.0527 -2.1918 1.2490
26 H 0.2526 1.9771 0.1562
27 H 1.4045 0.0666 1.7168

Forces on the atoms, in the same order (eV/Å):
-1.0 0.2 -3.1
-2.3 -1.8 -0.1
-1.7 -3.7 -0.3
-2.4 -3.5 1.5
-0.7 -2.3 0.0
1.7 -1.5 -0.7
-1.0 0.5 1.0
0.7 -0.8 -1.8
1.2 1.5 1.1
0.5 1.9 -2.1
-2.7 -1.7 0.4
0.5 0.5 0.0
0.7 0.4 0.9
0.5 0.9 1.2
0.9 0.9 -0.5
0.6 1.5 -0.1
0.8 0.5 1.5
2.1 1.4 0.5
-0.1 0.5 -0.1
1.1 -0.1 0.8
-0.9 1.5 -0.6
0.6 1.1 1.2
-1.3 1.0 -0.9
0.6 0.2 -0.5
-0.2 -0.1 -0.7
0.1 0.1 0.0
1.9 1.1 1.3

Results
total charge: +1
HOMO: -12.7964 eV
gap between HOMO and LUMO: 10.1 eV
SMILES string: C1CNCCC[N+]2=C(C2)NC1
E_tot: -478.33064 Eh
LUMO level: -2.700 eV
energy relative to the best compared isomer or geometry (same formula, charge and spin): 78.1 kcal/mol

These are the natural (NBO) partial charges, in e, on atoms 1 to 4:
1 C -0.42
2 C -0.40
3 C -0.20
4 C -0.24

No. 5
An isolated molecule of C4H4BrN in a non-equilibrium geometry. Source: OMol25; level of theory: the ωB97M-V functional and the def2-TZVPD basis.

Atoms and positions in Å:
1 C 0.9235 1.8823 0.8891
2 C -0.0918 0.8518 0.3723
3 C 0.2736 -0.2552 -0.1418
4 C -0.7294 -1.2443 -0.6357
5 N 1.7311 2.6290 1.1850
6 Br 2.1374 -0.7073 -0.3593
7 H -1.1079 1.0379 0.8697
8 H -0.5525 -2.2681 -0.3960
9 H -1.5795 -0.9203 -0.1586
10 H -1.0045 -1.0059 -1.6248

Forces on the atoms, in the same order (eV/Å):
-4.3 -4.1 -2.5
-1.7 14.3 7.6
4.6 -12.0 -5.6
1.7 1.3 0.5
1.7 1.7 0.8
-1.4 0.3 0.4
1.5 -0.6 -0.6
0.4 -0.7 -0.3
-2.5 0.2 1.6
0.0 -0.4 -1.9

Results
spin multiplicity: 3
HOMO (spin up / spin down): -6.1764 / -11.0264 eV
gap between HOMO and LUMO (spin up / spin down): 6.7 / 7.4 eV
E_tot: -2783.36945 Eh
LUMO level (spin up / spin down): 0.547 / -3.616 eV
energy relative to the best compared isomer or geometry (same formula, charge and spin): 19.2 kcal/mol

These are the natural (NBO) partial charges, in e, on atoms 1 to 4:
1 C 0.21
2 C -0.23
3 C -0.07
4 C -0.66

No. 6
An isolated molecule of C10H17N3O4 in a non-equilibrium geometry. Source: OMol25; level of theory: the ωB97M-V functional and the def2-TZVPD basis.

Atoms and positions in Å:
1 C -1.0016 0.3104 0.5626
2 C 0.2737 -0.4706 0.8306
3 C -0.6900 1.7012 0.0018
4 C 0.0824 2.6326 0.9281
5 C -0.7602 3.7533 1.5979
6 C 0.3159 -1.2986 -1.5264
7 C -0.9778 -2.0522 -1.6127
8 C 1.4102 -2.0885 -2.2864
9 C 2.6858 -1.9146 -1.4679
10 C 2.1339 -1.8150 -0.0151
11 H -2.3419 -0.3631 1.9498
12 H -1.0572 0.3665 2.5579
13 H -1.6818 -0.2322 -0.1365
14 H -0.1395 1.6104 -0.9605
15 H -1.6891 2.1136 -0.2440
16 H 0.6388 2.0853 1.6900
17 H 0.8609 3.1832 0.3874
18 H -2.2859 2.4744 1.9478
19 H -2.5357 4.0711 2.5174
20 H 0.1048 -0.3468 -2.0001
21 H 1.0961 -3.1597 -2.3616
22 H 1.4735 -1.7078 -3.2966
23 H 3.2224 -0.9887 -1.7558
24 H 3.3514 -2.7699 -1.6477
25 H 2.7743 -1.1808 0.6145
26 H 2.0091 -2.7976 0.4679
27 H -1.9757 -3.4323 -0.8501
28 N -1.7487 0.4689 1.8074
29 N -2.0390 3.4534 1.9130
30 N 0.8700 -1.1228 -0.1971
31 O 0.7408 -0.4840 1.9542
32 O -0.2464 4.8504 1.7972
33 O -1.7337 -1.9016 -2.5365
34 O -1.1400 -2.9478 -0.6304

Forces on the atoms, in the same order (eV/Å):
-0.7 -0.3 -0.3
0.0 -0.4 -0.3
-0.4 -0.1 -1.2
-0.2 0.8 0.1
1.2 0.5 0.0
0.3 0.2 0.2
0.1 0.0 -0.4
-0.6 -0.5 -0.2
-0.2 -0.1 0.3
1.0 0.3 -0.3
0.2 0.6 -0.2
-0.1 0.3 -0.1
0.7 0.4 0.2
-0.3 0.0 0.5
0.6 0.1 0.0
-0.2 -0.1 0.2
-0.3 -0.1 0.0
-0.1 -0.2 0.0
-0.1 0.5 0.2
0.1 0.2 -0.1
0.4 0.7 0.2
0.1 0.0 -0.2
-0.3 -0.4 0.2
-0.1 0.3 0.3
-0.2 -0.4 0.0
0.0 0.3 -0.2
0.8 0.4 0.3
-0.3 -0.9 0.7
0.1 -0.5 -0.1
-0.2 0.0 -0.1
0.4 0.0 0.3
-0.5 -0.7 -0.1
-0.2 -0.2 0.2
-1.1 -0.6 -0.2

Results
HOMO: -9.2022 eV
gap between HOMO and LUMO: 9.5 eV
SMILES string: NC(=O)CC[C@H](N)C(=O)N1CCC[C@H]1C(=O)O
E_tot: -856.54689 Eh
LUMO level: 0.290 eV
energy relative to the best compared isomer or geometry (same formula, charge and spin): 2.9 kcal/mol

These are the natural (NBO) partial charges, in e, on atoms 1 to 4:
1 C -0.14
2 C 0.68
3 C -0.41
4 C -0.53